{
  "formula": "C5H11N",
  "method": "wB97M-V/def2-TZVPD",
  "homo_lumo_gap_ha": 0.22438,
  "charge": 0,
  "lumo_energy_ha": -0.0182,
  "energy_ev": -6848.41365,
  "symbols": ["C", "C", "C", "C", "N", "C", "H", "H", "H", "H", "H", "H", "H", "H", "H", "H", "H"],
  "positions_angstrom": [[1.53793, -0.97812, -0.32277], [0.99541, 0.37971, -0.80911], [-0.28836, 0.77306, -0.09525], [-1.51100, -0.06319, -0.31409], [-1.26293, -1.31695, 0.36136], [-0.20848, 1.39434, 1.17928], [2.13621, -1.49357, -1.07235], [0.57120, -1.58425, -0.11282], [2.13758, -0.93194, 0.58270], [0.76791, 0.33264, -1.87163], [1.76150, 1.14017, -0.65262], [-1.66282, -0.16879, -1.40721], [-2.41395, 0.44255, 0.07173], [-1.97818, -1.97040, 0.09298], [0.60380, 2.06767, 1.39976], [-1.12598, 1.74963, 1.62134], [-0.05985, 0.22744, 1.34870]],
  "atomic_forces_ev_per_a": [[-1.6, -1.4, 0.1], [-0.1, 0.6, 0.2], [0.6, -1.5, -0.4], [-1.0, 0.3, -0.1], [0.8, 0.9, 0.7], [-0.3, 0.2, -1.1], [0.0, 0.3, -0.2], [1.7, 0.6, -0.2], [0.0, 0.3, 0.2], [0.0, -0.1, -0.1], [-0.1, 0.3, -0.1], [0.1, 0.1, 0.0], [0.1, 0.4, -0.1], [-0.3, -0.3, -0.4], [0.6, -0.5, 0.1], [-0.4, -0.5, 0.2], [-0.2, 0.4, 1.3]],
  "mulliken_charge": [-1.106, -0.588, 0.533, -0.465, -0.817, -0.940, 0.353, 0.382, 0.311, 0.323, 0.344, 0.283, 0.321, 0.110, 0.316, 0.320, 0.319]
}



{
  "formula": "C2H4N2O",
  "method": "wB97M-V/def2-TZVPD",
  "homo_lumo_gap_ha": [0.28632, 0.30492],
  "charge": 0,
  "lumo_energy_ha": [-0.0162, -0.0128],
  "energy_ev": -7162.19744,
  "symbols": ["C", "C", "N", "N", "O", "H", "H", "H", "H"],
  "positions_angstrom": [[-1.50653, -0.18053, -0.05650], [-0.00776, 0.05691, 0.12089], [-2.64860, -0.26480, -0.27646], [0.91682, -0.83451, 0.76414], [0.51364, 1.29124, 0.24314], [-0.09288, 0.13367, -1.88027], [0.96588, -1.82577, 0.51261], [1.79427, -0.32202, 0.91082], [0.06516, 1.94581, -0.33838]],
  "atomic_forces_ev_per_a": [[1.0, 0.3, 0.5], [0.2, -1.5, -2.9], [1.7, 0.0, 0.5], [-1.8, 1.2, -0.8], [-1.0, 1.1, 0.3], [0.3, -0.5, 2.1], [-0.2, 0.9, 0.1], [-0.5, -0.8, -0.3], [0.3, -0.9, 0.5]],
  "mulliken_charge": [0.339, 0.054, -0.353, -0.457, -0.467, 0.005, 0.246, 0.254, 0.380]
}



{
  "formula": "CH2O2S",
  "method": "wB97M-V/def2-TZVPD",
  "homo_lumo_gap_ha": 0.36743,
  "charge": 0,
  "lumo_energy_ha": -0.0063,
  "energy_ev": -15998.28300,
  "smiles": "O=COS",
  "symbols": ["O", "C", "O", "S", "H", "H"],
  "positions_angstrom": [[-2.81164, -0.27913, 0.02438], [-1.69422, -0.59417, 0.34810], [-0.57334, -0.67088, -0.45295], [1.03706, -0.92870, 0.13578], [-1.50169, -0.81231, 1.42289], [1.03295, 0.00268, 1.07868]],
  "atomic_forces_ev_per_a": [[2.0, -0.5, -0.7], [-0.5, 0.1, 1.3], [-0.3, 0.3, -0.1], [-1.6, -0.4, -0.3], [0.4, -0.1, -0.4], [0.0, 0.4, 0.3]],
  "mulliken_charge": [-0.412, 0.303, -0.283, 0.014, 0.225, 0.152]
}



{
  "formula": "C3H5N3O",
  "method": "wB97M-V/def2-TZVPD",
  "homo_lumo_gap_ha": [0.36038, 0.26179],
  "charge": 0,
  "lumo_energy_ha": [-0.0319, -0.0310],
  "energy_ev": -9706.21932,
  "symbols": ["C", "C", "C", "N", "N", "N", "O", "H", "H", "H", "H", "H"],
  "positions_angstrom": [[-1.69327, -0.05404, -0.59562], [0.81757, -0.36459, -0.45730], [-0.44313, 0.49108, -0.44970], [-2.69855, -0.59292, -0.64718], [0.61166, -1.71406, -0.53386], [-0.20096, 1.78373, -0.63992], [1.92850, 0.16877, -0.49772], [-0.86198, -0.53100, 1.92239], [-0.28230, -1.95871, -0.34511], [1.25102, -2.32128, -0.07606], [0.82614, 1.96781, -0.72188], [-0.91576, 2.51687, -0.77482]],
  "atomic_forces_ev_per_a": [[0.1, 0.0, 0.3], [0.6, 0.6, -0.3], [2.0, -0.7, -0.1], [-1.7, -0.8, -0.3], [2.1, 1.3, -0.4], [1.0, 1.8, -0.3], [-1.3, -0.3, 0.2], [0.1, 0.1, -0.1], [-3.4, -1.1, 0.5], [0.9, -0.2, 0.0], [-1.3, 0.2, 0.1], [0.9, -1.0, 0.2]],
  "mulliken_charge": [0.186, 0.659, -0.013, -0.414, -0.402, -0.378, -0.642, 0.017, 0.227, 0.260, 0.282, 0.218]
}



{
  "formula": "C33H39BBeN4O2P2",
  "method": "wB97M-V/def2-TZVPD",
  "homo_lumo_gap_ha": [0.18094, 0.18056],
  "charge": 0,
  "lumo_energy_ha": [0.0013, 0.0012],
  "energy_ev": -64558.38110,
  "symbols": ["Be", "C", "C", "C", "C", "C", "C", "C", "C", "C", "H", "H", "H", "H", "H", "H", "H", "H", "H", "H", "H", "H", "H", "H", "H", "P", "P", "N", "N", "N", "N", "C", "C", "C", "C", "C", "C", "C", "C", "C", "C", "C", "C", "C", "C", "C", "C", "C", "C", "H", "H", "H", "H", "H", "H", "H", "H", "H", "H", "H", "H", "H", "H", "H", "H", "H", "H", "H", "H", "O", "B", "O", "C", "C", "C", "C", "C", "C", "H", "H", "H", "H"],
  "positions_angstrom": [[-0.24560, 1.25967, -1.65209], [0.89231, 3.72637, -2.66232], [1.44000, 3.77646, -1.43824], [1.03788, 4.66699, -0.29611], [-0.48577, 4.74541, 0.00580], [-1.39165, 3.62492, -0.44984], [-1.63982, 3.26096, -1.71706], [-1.59626, 4.29963, -2.80135], [-0.13630, 4.71217, -3.11420], [-1.18791, -2.53467, -0.65803], [1.22534, 2.95653, -3.36448], [2.44700, 3.37491, -1.30798], [1.33309, 5.70925, -0.58419], [1.59619, 4.35571, 0.62589], [-0.54363, 4.75311, 1.11684], [-0.86921, 5.73426, -0.34994], [-2.07838, 3.22953, 0.34465], [-2.19126, 2.34433, -1.95488], [-2.12560, 5.21426, -2.45898], [-2.09500, 3.92100, -3.71624], [-0.04704, 4.72610, -4.20968], [0.08821, 5.71030, -2.67872], [-2.17096, -2.91352, -0.99743], [-0.81275, -1.87982, -1.49958], [-1.27417, -1.90077, 0.23677], [-1.46475, 0.26854, 0.89569], [1.33136, -0.64145, 0.53817], [-3.01593, 0.91884, 0.20331], [-2.24575, -0.17879, 2.47422], [1.46278, 0.23262, -1.24611], [3.05297, -0.96955, 0.75840], [-0.22416, 1.52607, 1.41919], [1.25018, 1.02774, 1.27885], [-3.52305, 0.35100, -0.97710], [-4.81391, 0.77693, -1.18687], [-5.14703, 1.65445, -0.10853], [-4.03379, 1.70345, 0.72507], [-3.07162, -1.31678, 2.63361], [-3.29473, -1.54407, 4.00197], [-2.62205, -0.50235, 4.70751], [-2.01950, 0.31409, 3.76591], [0.93252, -0.48766, -2.40000], [1.40718, 0.17605, -3.53924], [2.46676, 1.01003, -3.13145], [2.51270, 0.97260, -1.75048], [4.24066, -0.25547, 0.62777], [5.32378, -1.04256, 0.97409], [4.79383, -2.29556, 1.40463], [3.41333, -2.22544, 1.27073], [-0.42747, 1.83990, 2.44267], [-0.31334, 2.45289, 0.84032], [1.86073, 1.81540, 0.78676], [1.71773, 0.94025, 2.27665], [-2.91792, -0.32660, -1.53129], [-5.45117, 0.46454, -1.99738], [-6.08135, 2.17163, 0.02273], [-3.87030, 2.24055, 1.63322], [-3.42930, -1.85753, 1.78183], [-3.88266, -2.33710, 4.43768], [-2.57833, -0.35177, 5.78681], [-1.43946, 1.21594, 3.90153], [0.62700, -1.57356, -2.31900], [1.13359, -0.11315, -4.58281], [3.16566, 1.55721, -3.72324], [3.20655, 1.49799, -1.08419], [4.24306, 0.76987, 0.29749], [6.38066, -0.76776, 0.91736], [5.34689, -3.14649, 1.77314], [2.63183, -2.92791, 1.48359], [-0.18655, -4.09735, 1.03734], [-0.20308, -3.68310, -0.30653], [0.60079, -4.51829, -1.07044], [1.07675, -5.49245, -0.22426], [1.74151, -6.67156, -0.51427], [1.88856, -7.57757, 0.54562], [1.42147, -7.30558, 1.83974], [0.79294, -6.09177, 2.11984], [0.58488, -5.21866, 1.07185], [2.14111, -6.86843, -1.50882], [2.35361, -8.53475, 0.35491], [1.51433, -8.04589, 2.63832], [0.47075, -5.80471, 3.11482]],
  "atomic_forces_ev_per_a": [[-0.3, -0.7, 0.4], [0.3, 0.2, 0.6], [1.0, 0.6, -0.3], [0.0, 0.6, -0.4], [-0.6, 0.6, 0.7], [-1.1, 0.4, 1.5], [-1.6, 0.2, 0.0], [0.7, -0.1, -0.5], [-0.1, -0.1, -0.7], [0.6, 0.3, -1.5], [0.1, 0.7, 0.1], [-0.6, -0.6, 0.0], [0.2, -0.7, 0.6], [-0.4, 0.4, -0.8], [-0.2, 0.3, -0.7], [0.2, -0.5, 0.2], [1.3, -0.1, -0.8], [-0.5, 0.7, 0.5], [0.1, -0.7, -0.2], [0.3, 0.2, 0.5], [0.1, 0.6, 0.3], [-0.1, -0.6, -0.4], [0.4, 0.1, 0.4], [-0.8, -0.7, 1.1], [-0.3, -0.5, -0.5], [-1.0, 0.1, -0.6], [1.7, 1.5, -2.0], [-0.2, -0.2, -0.4], [-0.7, -0.4, 1.3], [0.3, -3.5, -0.4], [0.4, -0.6, 0.6], [-0.1, 0.6, 0.4], [-0.2, 0.5, 1.0], [-0.2, 0.4, 0.8], [0.7, 0.0, 0.5], [1.2, -0.3, 0.4], [-0.4, -0.3, -0.7], [0.8, 0.7, 1.4], [0.5, 0.8, -1.5], [0.2, 0.3, -0.5], [0.0, -0.5, -0.4], [0.9, 0.3, -0.3], [-0.2, -2.3, -0.2], [0.2, 0.1, 1.4], [0.4, 0.9, -0.3], [0.4, 0.0, -0.1], [-0.8, 0.2, 0.0], [-1.2, 0.1, -0.2], [0.9, 0.4, -0.3], [0.2, 0.1, 0.1], [-0.2, -0.3, -0.1], [-0.3, -0.7, -0.1], [-0.3, -0.2, -0.2], [0.3, -0.3, -0.3], [0.0, 0.1, 0.0], [0.0, 0.1, 0.1], [-0.1, 0.2, 0.4], [0.0, -0.1, -0.3], [0.0, 0.0, -0.1], [-0.1, -0.1, -0.4], [-0.1, -0.2, 0.2], [-0.2, 2.1, -0.1], [0.3, 0.3, 1.1], [0.1, 0.3, -0.4], [-0.7, -0.2, -0.6], [0.0, -0.1, 0.1], [-0.6, 0.0, 0.1], [-0.1, 0.1, -0.1], [-0.1, -0.3, 0.1], [0.3, 0.1, -0.1], [-0.6, -0.3, 0.8], [0.2, 0.3, -0.4], [-0.7, -0.2, 1.1], [0.1, 0.3, 0.2], [-0.1, 0.0, 0.3], [0.1, 0.1, -0.3], [-0.1, 0.3, 0.1], [0.5, -0.8, -0.9], [-0.2, 0.0, 0.3], [0.1, 0.0, 0.0], [0.1, 0.2, -0.3], [-0.1, -0.3, -0.1]],
  "mulliken_charge": [0.607, -0.168, -0.215, -1.190, -0.944, -0.374, -0.098, -1.032, -0.711, -0.396, 0.304, 0.755, 0.451, 0.285, 0.312, 0.452, 0.383, 0.255, 0.285, 0.324, 0.440, 0.254, 0.441, -0.383, -0.080, 0.154, 0.141, 0.938, 0.824, 0.044, 0.456, 0.803, -1.115, -0.841, -0.590, -1.067, -0.415, -0.601, -0.743, -0.609, -0.511, -0.001, -0.426, -0.950, 0.029, -0.142, -0.733, -0.660, -0.350, 0.784, -2.027, 0.568, 0.453, 0.166, 0.488, 0.464, 0.603, 0.464, 0.440, 0.418, 0.454, 0.598, 0.407, 0.486, 0.087, 0.311, 0.415, 0.446, 0.321, -0.624, 1.039, -0.608, 0.913, -1.060, -0.408, -0.579, -0.692, 0.439, 0.442, 0.380, 0.370, 0.451]
}



{
  "formula": "HNO3P2",
  "method": "wB97M-V/def2-TZVPD",
  "homo_lumo_gap_ha": [0.28700, 0.28695],
  "charge": 0,
  "lumo_energy_ha": [-0.0443, -0.0443],
  "energy_ev": -26221.94104,
  "smiles": "O=P1=PN(O)O1",
  "symbols": ["O", "P", "P", "N", "O", "O", "H"],
  "positions_angstrom": [[1.83116, 4.29854, 1.13818], [1.65703, 3.14151, 1.97317], [1.17760, 1.34713, 0.50787], [-0.30268, 1.81299, 1.04514], [-1.50858, 1.18411, 0.64157], [-0.46562, 2.87410, 1.71328], [-0.99548, 0.66407, -0.14985]],
  "atomic_forces_ev_per_a": [[0.7, 1.8, -1.1], [-1.0, -1.5, 1.0], [0.1, -0.5, 0.0], [-0.2, 0.5, -0.6], [3.3, -1.2, -2.3], [-0.2, -0.2, 0.8], [-2.6, 1.0, 2.3]],
  "mulliken_charge": [-0.400, 0.355, -0.056, 0.611, -0.403, -0.526, 0.419]
}



Energy above the lowest of the compared OMol25 structures with the same formula, charge and spin in kJ/mol, matching the order above: 493.51 413.17 159.43 421.11 109.42 96.98